No. 1
C33H33AsN2PPtS3Te as an isolated structure. Source: the Open Molecules 2025 dataset; level of theory: wB97M-V/def2-TZVPD.

Last column: Mulliken spin population.
CARTESIAN COORDINATES (ANGSTROEM)
Pt  0.02  -0.41  0.50  -0.03
C  3.40  0.00  -0.30  0.00
C  3.35  -0.47  -1.75  0.00
As  4.69  -1.91  -2.09  0.00
C  4.12  -2.34  -3.90  0.00
C  2.78  -2.59  -4.18  0.00
C  2.39  -2.99  -5.45  0.00
C  3.34  -3.15  -6.46  0.00
C  4.67  -2.91  -6.18  0.00
C  5.07  -2.51  -4.91  0.00
C  6.17  -0.70  -2.44  0.00
C  7.30  -0.80  -1.63  0.00
C  8.38  0.05  -1.82  0.00
C  8.34  1.01  -2.81  0.00
C  7.22  1.12  -3.63  0.00
C  6.14  0.27  -3.44  0.00
P  2.28  -0.86  0.86  0.05
C  2.69  -0.14  2.47  -0.01
C  1.71  0.39  3.32  -0.01
C  2.07  0.95  4.53  0.00
C  3.40  0.99  4.91  0.00
C  4.38  0.48  4.07  0.00
C  4.03  -0.08  2.85  0.01
C  2.69  -2.61  0.87  -0.06
C  3.39  -3.21  1.92  0.03
C  3.73  -4.56  1.83  0.01
C  3.38  -5.29  0.70  0.00
C  2.68  -4.70  -0.34  0.01
C  2.33  -3.36  -0.25  0.02
H  3.12  1.06  -0.17  0.00
H  4.42  -0.08  0.08  0.00
H  3.63  0.35  -2.41  0.00
H  2.35  -0.80  -2.05  0.00
H  2.03  -2.49  -3.41  0.00
H  1.34  -3.18  -5.66  0.00
H  3.03  -3.46  -7.45  0.00
H  5.42  -3.04  -6.96  0.00
H  6.12  -2.33  -4.71  0.00
H  7.34  -1.57  -0.87  0.00
H  9.26  -0.04  -1.19  0.00
H  9.18  1.68  -2.96  0.00
H  7.19  1.87  -4.41  0.00
H  5.28  0.35  -4.10  0.00
H  0.67  0.39  3.03  0.00
H  1.31  1.35  5.18  0.00
H  3.68  1.43  5.86  0.00
H  5.42  0.52  4.36  0.00
H  4.81  -0.48  2.21  0.00
H  3.66  -2.65  2.80  0.00
H  4.27  -5.03  2.64  0.00
H  3.66  -6.34  0.64  0.00
H  2.41  -5.27  -1.22  0.00
H  1.78  -2.90  -1.06  0.00
C  -4.81  -0.09  -2.14  0.00
N  -3.93  -0.33  -1.00  0.00
C  -3.09  0.55  -0.51  0.00
N  -2.96  1.74  -1.08  0.00
S  -2.21  0.17  0.96  0.03
H  -5.33  -1.02  -2.37  0.00
H  -4.23  0.21  -3.01  0.00
H  -5.55  0.67  -1.90  0.00
H  -4.00  -1.20  -0.49  0.00
H  -3.52  2.04  -1.86  0.00
H  -2.39  2.44  -0.61  0.00
S  0.72  2.01  -1.80  0.00
C  0.41  0.96  -0.76  0.00
Te  -0.54  -2.41  2.17  0.82
C  -0.61  -4.01  0.92  -0.05
C  -0.48  -5.32  1.35  0.08
C  -0.68  -6.24  0.30  -0.02
C  -0.99  -5.63  -0.89  0.11
S  -1.02  -3.94  -0.75  0.00
H  -0.25  -5.59  2.36  0.00
H  -0.61  -7.31  0.42  0.00
H  -1.20  -6.11  -1.83  0.00

Total charge   +2
E_HOMO (alpha / beta)   -12.4 / -12.4 eV
2S+1   2
E_tot   -150896.6026 eV
Gap between HOMO and LUMO (alpha / beta)   5.90 / 4.64 eV

---

No. 2
C33H33BF10N10SSr as an isolated structure. Source: the Open Molecules 2025 dataset; level of theory: wB97M-V/def2-TZVPD.

Last column: Mulliken charge in e.
CARTESIAN COORDINATES (ANGSTROEM)
Sr  0.38  -0.27  0.15  1.88
C  0.32  1.16  3.18  -0.37
N  1.16  0.21  2.41  1.36
C  1.03  -1.12  3.06  -1.32
C  1.63  -2.32  2.32  -1.44
N  1.07  -2.47  0.98  1.30
C  1.42  -3.54  0.25  -1.07
C  2.33  -4.57  0.56  0.28
F  3.06  -4.55  1.70  -0.39
C  2.58  -5.64  -0.29  0.24
F  3.48  -6.58  0.08  -0.36
C  1.94  -5.78  -1.50  0.69
F  2.17  -6.83  -2.31  -0.37
C  1.02  -4.80  -1.84  0.34
F  0.35  -4.91  -3.00  -0.39
C  0.77  -3.74  -1.00  0.18
F  -0.17  -2.85  -1.39  -0.42
C  2.53  0.75  2.32  -0.73
C  3.51  0.10  1.33  -1.54
N  2.87  -0.22  0.06  0.53
C  3.56  -0.91  -0.86  -0.66
C  4.92  -1.29  -0.87  0.52
F  5.75  -0.96  0.16  -0.40
C  5.52  -1.99  -1.91  0.23
F  6.83  -2.28  -1.84  -0.36
C  4.80  -2.37  -3.03  0.72
F  5.39  -3.04  -4.04  -0.38
C  3.46  -2.03  -3.07  0.09
F  2.72  -2.38  -4.14  -0.39
C  2.89  -1.34  -2.04  0.09
F  1.56  -1.06  -2.15  -0.38
H  0.72  1.27  4.20  0.36
H  -0.70  0.78  3.25  -0.24
H  0.31  2.12  2.69  -0.20
H  -0.05  -1.30  3.19  0.28
H  1.48  -1.07  4.07  0.39
H  1.41  -3.20  2.94  0.76
H  2.72  -2.23  2.31  0.37
H  3.00  0.73  3.32  0.10
H  2.41  1.79  2.03  0.11
H  3.97  -0.78  1.78  0.49
H  4.32  0.83  1.20  0.69
C  1.34  4.23  1.30  -1.47
C  -0.10  3.89  1.06  0.60
C  -1.25  4.58  1.49  -1.42
C  -2.30  3.85  0.97  0.82
C  -3.77  4.09  1.13  -1.27
N  -1.79  2.81  0.28  1.38
N  -0.43  2.83  0.35  -0.42
B  -2.58  1.89  -0.72  -1.55
N  -1.71  1.69  -2.00  0.13
N  -0.40  1.32  -1.94  0.55
C  0.14  1.61  -3.11  0.63
C  1.61  1.48  -3.37  -1.37
C  -0.84  2.17  -3.97  -1.64
C  -1.99  2.20  -3.22  0.80
C  -3.35  2.68  -3.62  -1.39
N  -3.05  0.56  -0.11  0.68
N  -2.19  -0.48  0.13  0.86
C  -2.94  -1.50  0.54  0.38
C  -2.36  -2.83  0.91  -1.35
C  -4.29  -1.14  0.55  -1.39
C  -4.32  0.17  0.13  0.77
C  -5.52  1.05  0.01  -1.46
H  1.52  5.29  1.12  0.43
H  1.97  3.65  0.63  0.27
H  1.64  4.02  2.33  0.21
H  -1.31  5.47  2.10  0.44
H  -3.92  5.01  1.70  0.37
H  -4.24  3.27  1.68  0.12
H  -4.27  4.18  0.17  0.26
H  -3.56  2.50  -1.05  -0.36
H  2.15  1.32  -2.44  0.11
H  1.98  2.40  -3.83  0.40
H  1.83  0.65  -4.05  0.27
H  -0.71  2.50  -4.99  0.42
H  -3.37  2.85  -4.69  0.37
H  -3.62  3.60  -3.11  0.20
H  -4.11  1.94  -3.37  0.26
H  -1.34  -2.74  1.28  0.00
H  -2.34  -3.50  0.05  0.27
H  -2.98  -3.27  1.70  0.38
H  -5.13  -1.75  0.86  0.40
H  -6.42  0.43  0.00  0.41
H  -5.51  1.66  -0.89  0.23
H  -5.61  1.72  0.87  0.15
S  -4.81  0.57  5.14  -0.56
C  -3.53  0.04  4.20  0.07
N  -2.65  -0.32  3.52  -0.62

Total charge   -2
E_HOMO   -2.1 eV
2S+1   1
E_tot   -89185.6859 eV
Gap between HOMO and LUMO   6.20 eV

---

No. 3
C33H34B2CoF3N10O3S2 as an isolated structure. Source: the Open Molecules 2025 dataset; level of theory: wB97M-V/def2-TZVPD.

Last column: Mulliken spin population.
CARTESIAN COORDINATES (ANGSTROEM)
Co  0.06  0.54  0.26  2.65
C  3.97  -2.15  -0.90  0.00
N  3.58  -1.88  0.47  0.00
C  3.85  -2.69  1.55  0.00
C  3.31  -2.09  2.63  0.01
N  2.71  -0.91  2.22  0.00
B  2.17  0.19  3.20  0.01
N  0.64  -0.03  3.51  0.00
C  0.17  -0.97  4.41  0.01
C  -1.14  -0.73  4.63  0.00
N  -1.47  0.36  3.86  0.01
C  -2.76  1.03  3.85  0.01
C  -0.38  0.77  3.17  0.01
S  -0.41  2.05  2.02  0.08
C  2.89  -0.80  0.89  0.02
S  2.35  0.44  -0.18  0.07
H  4.26  -3.19  -0.98  0.00
H  4.80  -1.50  -1.19  0.00
H  3.13  -1.95  -1.56  0.00
H  4.37  -3.63  1.45  0.00
H  3.32  -2.38  3.66  0.00
H  2.32  1.26  2.70  0.00
H  2.77  0.04  4.24  0.00
H  0.82  -1.72  4.82  0.00
H  -1.86  -1.24  5.24  0.00
H  -3.51  0.34  4.24  0.01
H  -3.01  1.31  2.83  -0.01
H  -2.73  1.93  4.46  0.00
C  -0.17  -6.26  3.95  0.00
C  -1.53  -5.72  3.55  0.00
C  -2.40  -5.48  4.77  0.00
C  -3.78  -5.00  4.36  0.00
C  -3.68  -3.80  3.45  -0.08
C  -4.76  -2.91  3.36  0.26
C  -4.64  -1.81  2.53  -0.11
F  -5.69  -0.95  2.45  0.00
C  -3.51  -1.54  1.81  0.17
C  -2.41  -2.42  1.89  -0.06
C  -1.22  -2.13  1.17  0.31
O  -1.11  -0.96  0.60  0.20
C  -0.23  -3.19  1.13  0.03
C  -0.38  -4.27  1.95  0.09
N  -1.41  -4.46  2.79  0.02
C  -2.53  -3.57  2.72  0.17
C  0.88  -3.32  0.19  -0.05
O  1.79  -4.12  0.23  0.02
O  0.89  -2.38  -0.84  0.00
H  -0.32  -7.08  4.67  0.00
H  0.43  -5.49  4.44  0.00
H  0.40  -6.67  3.12  0.00
H  -2.03  -6.45  2.91  0.00
H  -1.91  -4.73  5.41  0.00
H  -2.46  -6.41  5.34  0.00
H  -4.37  -4.74  5.24  0.00
H  -4.31  -5.81  3.85  0.00
H  -5.67  -3.08  3.92  0.02
H  -3.45  -0.68  1.17  0.04
H  0.37  -5.04  1.91  0.03
C  -2.37  1.01  -2.38  0.00
C  -1.30  2.02  -2.15  -0.01
N  -0.34  1.92  -1.25  0.04
C  0.43  3.06  -1.35  0.00
C  -0.06  3.85  -2.33  0.00
N  -1.16  3.18  -2.84  0.00
C  -2.08  3.71  -3.82  0.00
N  -2.71  4.91  -3.34  0.00
N  -2.67  6.03  -4.10  0.00
N  -3.30  6.97  -3.51  0.00
C  -3.77  6.49  -2.30  0.00
C  -4.50  7.12  -1.30  0.00
C  -4.81  6.38  -0.19  0.00
C  -4.41  5.03  -0.06  0.00
C  -3.69  4.39  -1.05  0.00
C  -3.39  5.15  -2.18  0.00
H  -2.31  0.25  -1.61  0.01
H  -2.25  0.53  -3.35  0.00
H  -3.37  1.47  -2.34  0.00
H  1.28  3.22  -0.70  0.00
H  0.24  4.81  -2.70  0.00
H  -2.82  2.94  -4.04  0.00
H  -1.56  3.98  -4.73  0.00
H  -4.79  8.16  -1.40  0.00
H  -5.38  6.83  0.62  0.00
H  -4.66  4.49  0.84  0.00
H  -3.37  3.37  -0.93  0.00
F  -0.01  -1.28  -2.65  0.00
B  -0.13  -2.21  -1.70  0.04
F  -1.20  -3.00  -1.76  0.00

Total charge   0
E_HOMO (alpha / beta)   -5.1 / -7.9 eV
2S+1   5
E_tot   -124627.9592 eV
Gap between HOMO and LUMO (alpha / beta)   5.36 / 8.19 eV

---

Question: E_tot of number 2 (C33H33BF10N10SSr)?
Answer: -89185.6859 eV

---

Question: What is the 2S+1 in the second record?
Answer: 1

---

Question: E_tot of number 1 (C33H33AsN2PPtS3Te)?
Answer: -150896.6026 eV